Here is 11 unconnected molecules or ions with the total composition C30H87N5O16 from OMol25. Energies are from the ωB97M-V functional and the def2-TZVPD basis.

CARTESIAN COORDINATES (ANGSTROEM)
O (-3.7719, -2.5680, 0.5495)
H (-4.5171, -1.9158, 0.6097)
H (-3.4412, -2.7874, 1.4762)
C (-5.5058, -1.6827, -3.1433)
C (-4.5753, -2.9032, -3.2455)
C (-3.1948, -2.3543, -2.8902)
O (-2.2094, -3.3886, -3.0840)
C (-0.8554, -2.9439, -2.9784)
N (-4.9423, -4.0300, -2.3474)
H (-5.6312, -1.1951, -2.1330)
H (-6.5125, -1.9384, -3.5865)
H (-5.1504, -0.8670, -3.8105)
H (-4.5129, -3.2787, -4.2631)
H (-3.1001, -1.7972, -1.8682)
H (-2.9835, -1.5889, -3.6481)
H (-0.1277, -3.7211, -3.3058)
H (-0.5338, -2.6848, -1.9907)
H (-0.6678, -2.0353, -3.5813)
H (-4.2419, -4.6971, -2.4444)
H (-4.8589, -3.7878, -1.3407)
C (2.3642, -5.3946, -0.8542)
C (2.0764, -4.6246, 0.4252)
C (3.2642, -3.8433, 0.9951)
O (4.4636, -4.5981, 1.1182)
C (4.2801, -5.8022, 1.8579)
N (1.1223, -3.5523, 0.1354)
H (3.2699, -6.0056, -0.8545)
H (2.4023, -4.7597, -1.7378)
H (1.5090, -6.1127, -1.0586)
H (1.7773, -5.3719, 1.1167)
H (2.9216, -3.4125, 1.9708)
H (3.5135, -2.9447, 0.3998)
H (3.7768, -6.6336, 1.3406)
H (3.7407, -5.6308, 2.8107)
H (5.2504, -6.1966, 2.0225)
H (0.1666, -3.9432, 0.1391)
H (1.1702, -2.9601, 0.9590)
C (3.3054, -1.4976, -3.0035)
C (3.9178, -1.3530, -1.6454)
C (5.2109, -0.5431, -1.8096)
O (5.9029, -0.6996, -0.5748)
C (7.1688, -0.1540, -0.6235)
N (3.0225, -0.5102, -0.7849)
H (3.9218, -2.0034, -3.7278)
H (2.9783, -0.5142, -3.3270)
H (2.4810, -2.1391, -2.9151)
H (4.1519, -2.2865, -1.1508)
H (5.0281, 0.5414, -2.0141)
H (5.8259, -1.1165, -2.5797)
H (7.4856, 0.0962, 0.3503)
H (7.3551, 0.6501, -1.3419)
H (7.9038, -0.8433, -1.0078)
H (3.5190, -0.0169, -0.0755)
H (2.3957, -1.1157, -0.2992)
C (-2.6152, 4.9178, -2.5785)
C (-2.2832, 6.1133, -1.6945)
C (-0.9694, 6.0459, -1.1181)
O (-0.9777, 4.8905, -0.3339)
C (0.0287, 4.8038, 0.6674)
N (-2.5219, 7.3719, -2.3571)
H (-3.6826, 5.0372, -2.8030)
H (-2.5073, 4.0211, -1.9655)
H (-2.0357, 4.7807, -3.4406)
H (-2.9566, 6.0761, -0.8191)
H (-0.8606, 6.8572, -0.4118)
H (-0.1302, 6.0464, -1.8194)
H (-0.3746, 5.3090, 1.5519)
H (1.0090, 5.1771, 0.4138)
H (0.1868, 3.7570, 0.9194)
H (-1.7201, 7.5054, -2.9354)
H (-2.6173, 8.2272, -1.8880)
C (-5.9775, 1.4137, 2.9269)
C (-5.4878, 0.6418, 1.7026)
C (-3.9091, 0.5274, 1.5816)
O (-3.1837, 1.7453, 1.7700)
C (-3.4186, 2.6545, 0.7076)
N (-5.9379, -0.7144, 1.5053)
H (-5.3079, 1.1908, 3.7110)
H (-6.9838, 1.2096, 3.2889)
H (-5.8384, 2.4528, 2.6283)
H (-5.7342, 1.1549, 0.7927)
H (-3.6380, 0.1696, 0.5566)
H (-3.5593, -0.0883, 2.3641)
H (-4.4909, 2.8008, 0.5232)
H (-3.0376, 2.2896, -0.2552)
H (-2.8683, 3.6307, 0.8806)
H (-6.5746, -0.7313, 0.7133)
H (-6.2852, -1.2184, 2.2994)
C (-2.6222, -1.5775, 4.1948)
C (-1.6312, -2.1212, 5.2898)
O (-0.1971, -1.9145, 5.0730)
O (-2.2700, -2.1170, 2.8820)
H (-2.7006, -0.5027, 4.1680)
H (-3.6281, -1.9381, 4.4970)
H (-1.7607, -3.1967, 5.2310)
H (-1.8854, -1.7005, 6.2192)
H (0.1672, -1.0419, 5.1869)
H (-1.8362, -1.4744, 2.2468)
C (4.7129, 3.5076, -0.6504)
C (4.7054, 2.6382, 0.6034)
O (3.4581, 2.1466, 1.0401)
O (4.4245, 2.9060, -1.8751)
H (5.7144, 3.8767, -0.7414)
H (3.9887, 4.3083, -0.4840)
H (5.1575, 3.1271, 1.4261)
H (5.2738, 1.7304, 0.4376)
H (2.8001, 2.5810, 0.5118)
H (3.5527, 2.4686, -1.8273)
C (2.4112, 0.4199, 4.0655)
C (2.6271, -1.0038, 3.6751)
O (1.7008, -1.3510, 2.6063)
O (1.0221, 0.5773, 4.4230)
H (2.6108, 1.1375, 3.2370)
H (3.0851, 0.6891, 4.8580)
H (2.4807, -1.5184, 4.5824)
H (3.6398, -1.1408, 3.2046)
H (0.9169, -1.6921, 3.0265)
H (0.5481, 0.5878, 3.5702)
C (-0.8930, -0.1787, -0.1308)
C (0.1199, 0.5594, 0.7299)
O (-0.3584, 0.9942, 1.8901)
O (-1.3489, -1.3720, 0.5111)
H (-0.4809, -0.4623, -1.0949)
H (-1.7434, 0.4690, -0.3489)
H (0.4487, 1.4088, 0.0596)
H (0.9915, -0.1062, 0.9504)
H (-1.2690, 1.3857, 1.7401)
H (-2.1677, -1.7684, 0.0280)
C (0.6119, 2.8654, -3.3942)
C (1.5363, 1.7261, -3.2089)
O (2.0129, 1.7248, -1.8584)
O (-0.6682, 2.5980, -2.8157)
H (0.5193, 3.1146, -4.4671)
H (0.9968, 3.7236, -2.9503)
H (2.4256, 1.7481, -3.8525)
H (1.0425, 0.8284, -3.3603)
H (2.3152, 0.7555, -1.5583)
H (-0.6062, 2.9652, -1.8608)

* energy above the lowest of the compared OMol25 structures with the same formula, charge and spin: 12.3 kcal per mole
* frontier orbital gap: 9.3 eV
* structure (SMILES): COC[C@H](C)N.COC[C@H](C)N.COC[C@H](C)N.COC[C@H](C)N.COC[C@H](C)N.OCCO.OCCO.OCCO.OCCO.OCCO.O
* spin multiplicity: 1
* DFT total energy: -2672.60965 a.u.